1) {"formula": "C8H8N4O4", "method": "wB97M-V/def2-TZVPD", "smiles": "O=c1cc[nH]c(=O)[nH]1.O=c1cc[nH]c(=O)[nH]1", "gap_ev": 9.50, "homo_ev": -9.94, "total_charge": 0, "molar_mass_g_mol": 224.18, "elements": ["O", "C", "C", "C", "N", "C", "O", "N", "H", "H", "H", "H", "O", "C", "C", "C", "N", "C", "O", "N", "H", "H", "H", "H"], "positions_angstrom": [[5.136, -0.459, -1.105], [4.083, -0.547, -0.387], [2.960, -1.479, -0.474], [1.668, -0.982, -0.290], [1.549, 0.191, 0.478], [2.729, 0.904, 0.900], [2.475, 2.035, 1.275], [3.966, 0.435, 0.458], [2.997, -2.402, -1.054], [0.762, -1.600, -0.460], [0.791, 0.778, 0.753], [4.592, 1.267, 0.354], [-4.174, 2.160, -0.806], [-3.471, 1.233, -0.501], [-1.951, 1.148, -0.605], [-1.347, -0.100, -0.334], [-2.101, -1.266, -0.043], [-3.402, -1.215, 0.381], [-3.981, -2.119, 0.977], [-4.001, 0.014, -0.027], [-1.401, 2.157, -0.764], [-0.243, -0.295, -0.337], [-1.611, -2.104, 0.514], [-5.047, -0.114, 0.065]]}

=====

2) {"formula": "C8H8N4O4", "method": "wB97M-V/def2-TZVPD", "smiles": "O=c1cc[nH]c(=O)[nH]1.O=c1cc[nH]c(=O)[nH]1", "gap_ev": 9.72, "homo_ev": -9.25, "total_charge": 0, "molar_mass_g_mol": 224.18, "elements": ["O", "C", "C", "C", "N", "C", "O", "N", "H", "H", "H", "H", "O", "C", "C", "C", "N", "C", "O", "N", "H", "H", "H", "H"], "positions_angstrom": [[4.213, -2.003, 0.647], [3.886, -0.873, 0.336], [4.663, 0.339, 0.238], [4.119, 1.501, -0.172], [2.770, 1.592, -0.495], [1.905, 0.525, -0.374], [0.742, 0.569, -0.607], [2.559, -0.654, -0.017], [5.751, 0.311, 0.384], [4.779, 2.377, -0.413], [2.286, 2.404, -0.742], [2.003, -1.514, -0.007], [-3.928, 2.243, 0.960], [-3.711, 1.090, 0.341], [-4.696, -0.009, -0.290], [-4.275, -1.327, -0.264], [-3.000, -1.761, -0.187], [-2.009, -0.731, -0.178], [-0.824, -1.046, 0.085], [-2.403, 0.626, -0.022], [-5.813, 0.081, -0.318], [-4.997, -2.189, -0.491], [-2.721, -2.715, -0.038], [-1.686, 1.424, 0.153]]}

=====

Least stable of them? 1).

=====

1) {"formula": "C23H92O23", "method": "wB97M-V/def2-TZVPD", "gap_ev": 10.37, "homo_ev": -9.75, "total_charge": 0, "molar_mass_g_mol": 736.97, "elements": ["C", "O", "H", "H", "H", "H", "C", "O", "H", "H", "H", "H", "C", "O", "H", "H", "H", "H", "C", "O", "H", "H", "H", "H", "C", "O", "H", "H", "H", "H", "C", "O", "H", "H", "H", "H", "C", "O", "H", "H", "H", "H", "C", "O", "H", "H", "H", "H", "C", "O", "H", "H", "H", "H", "C", "O", "H", "H", "H", "H", "C", "O", "H", "H", "H", "H", "C", "O", "H", "H", "H", "H", "C", "O", "H", "H", "H", "H", "C", "O", "H", "H", "H", "H", "C", "O", "H", "H", "H", "H", "C", "O", "H", "H", "H", "H", "C", "O", "H", "H", "H", "H", "C", "O", "H", "H", "H", "H", "C", "O", "H", "H", "H", "H", "C", "O", "H", "H", "H", "H", "C", "O", "H", "H", "H", "H", "C", "O", "H", "H", "H", "H", "C", "O", "H", "H", "H", "H"], "positions_angstrom": [[1.252, 5.797, -1.069], [0.754, 4.497, -1.167], [2.279, 5.856, -1.336], [0.628, 6.499, -1.681], [1.133, 6.107, -0.035], [1.148, 4.103, -1.977], [-5.425, 3.109, 2.561], [-4.027, 2.946, 2.513], [-5.750, 2.937, 3.561], [-5.674, 4.116, 2.258], [-5.957, 2.338, 2.026], [-3.851, 2.002, 2.310], [-0.114, 4.088, -4.104], [1.183, 3.479, -3.686], [-0.429, 3.776, -5.001], [-0.830, 3.999, -3.322], [0.216, 5.136, -4.186], [0.925, 2.581, -3.373], [4.136, 1.281, -5.528], [2.829, 1.396, -4.919], [4.136, 1.383, -6.604], [4.900, 1.846, -5.072], [4.463, 0.235, -5.446], [2.560, 2.303, -4.695], [-0.836, -4.813, 0.478], [-1.298, -3.665, 1.120], [-1.244, -4.855, -0.532], [0.265, -4.933, 0.462], [-1.174, -5.789, 0.871], [-0.645, -3.314, 1.723], [-3.182, 2.362, -0.833], [-2.409, 1.254, -1.285], [-2.648, 3.234, -1.192], [-4.194, 2.214, -1.253], [-3.113, 2.386, 0.247], [-2.491, 0.624, -0.545], [3.249, 2.424, 0.451], [3.037, 3.805, 0.327], [2.396, 1.819, 0.623], [3.734, 1.964, -0.440], [3.815, 2.178, 1.349], [2.201, 4.008, -0.136], [-1.461, 5.093, 1.297], [-1.217, 4.289, 2.497], [-0.939, 4.668, 0.391], [-2.422, 5.355, 1.317], [-0.913, 6.008, 1.413], [-1.899, 3.619, 2.369], [-5.515, -2.043, 2.003], [-4.266, -1.929, 2.699], [-5.723, -3.047, 1.757], [-6.335, -1.730, 2.615], [-5.479, -1.700, 0.965], [-3.866, -2.787, 2.827], [3.281, -5.819, -2.006], [3.414, -4.469, -1.500], [4.108, -6.038, -2.733], [3.509, -6.526, -1.173], [2.303, -5.939, -2.476], [3.370, -3.964, -2.300], [-1.395, -0.141, 1.880], [-2.536, -0.399, 1.121], [-1.669, 0.522, 2.765], [-0.863, -1.014, 2.248], [-0.711, 0.425, 1.298], [-3.124, -1.000, 1.575], [4.668, -3.343, -4.653], [3.554, -2.606, -4.260], [4.322, -4.366, -4.631], [5.098, -2.997, -5.571], [5.537, -3.333, -3.973], [3.870, -1.732, -3.887], [-0.383, -0.155, -3.483], [-0.135, 0.850, -2.541], [-0.373, -1.123, -2.953], [-1.416, 0.018, -3.894], [0.293, -0.123, -4.337], [-0.967, 1.048, -2.002], [-3.342, -5.410, 3.564], [-3.539, -4.328, 2.597], [-2.646, -5.069, 4.359], [-4.264, -5.716, 4.056], [-2.976, -6.270, 2.996], [-2.662, -4.212, 2.183], [1.581, 3.001, 3.286], [0.617, 2.140, 2.630], [2.366, 3.440, 2.665], [1.057, 3.681, 3.924], [2.130, 2.307, 3.907], [-0.129, 2.695, 2.389], [-0.349, -2.886, 4.605], [0.292, -3.008, 3.314], [-0.861, -3.860, 4.860], [0.407, -2.744, 5.389], [-1.062, -2.047, 4.640], [0.794, -2.152, 3.128], [2.570, -0.400, 2.462], [1.301, -0.394, 3.141], [2.478, -0.224, 1.450], [3.219, 0.373, 2.850], [3.042, -1.356, 2.699], [0.862, 0.362, 2.794], [-3.163, -2.443, -1.528], [-3.780, -2.629, -0.329], [-3.538, -1.555, -1.963], [-2.105, -2.351, -1.356], [-3.317, -3.230, -2.253], [-3.411, -3.341, 0.127], [5.372, -1.365, -1.811], [4.762, -0.597, -2.861], [4.945, -2.387, -1.808], [6.479, -1.524, -1.855], [5.172, -0.999, -0.791], [4.001, -0.036, -2.518], [2.833, 6.722, 2.344], [1.546, 6.252, 2.580], [2.796, 7.791, 2.604], [3.480, 6.309, 3.144], [3.233, 6.539, 1.336], [1.526, 5.278, 2.434], [-0.524, -4.028, -4.838], [0.430, -3.758, -3.848], [-1.256, -4.605, -4.282], [-1.061, -3.122, -5.165], [-0.126, -4.619, -5.738], [1.323, -3.473, -4.254], [1.903, -1.574, -0.791], [2.142, -0.195, -1.245], [2.885, -1.937, -0.421], [1.299, -1.639, 0.176], [1.497, -2.231, -1.562], [1.278, 0.189, -1.511], [-4.484, 0.155, 5.334], [-4.970, 0.264, 4.048], [-4.923, -0.789, 5.881], [-3.377, 0.073, 5.412], [-4.846, 1.070, 5.815], [-4.578, -0.418, 3.481]]}

=====

2) {"formula": "C23H92O23", "method": "wB97M-V/def2-TZVPD", "gap_ev": 10.20, "homo_ev": -9.63, "total_charge": 0, "molar_mass_g_mol": 736.97, "elements": ["C", "O", "H", "H", "H", "H", "C", "O", "H", "H", "H", "H", "C", "O", "H", "H", "H", "H", "C", "O", "H", "H", "H", "H", "C", "O", "H", "H", "H", "H", "C", "O", "H", "H", "H", "H", "C", "O", "H", "H", "H", "H", "C", "O", "H", "H", "H", "H", "C", "O", "H", "H", "H", "H", "C", "O", "H", "H", "H", "H", "C", "O", "H", "H", "H", "H", "C", "O", "H", "H", "H", "H", "C", "O", "H", "H", "H", "H", "C", "O", "H", "H", "H", "H", "C", "O", "H", "H", "H", "H", "C", "O", "H", "H", "H", "H", "C", "O", "H", "H", "H", "H", "C", "O", "H", "H", "H", "H", "C", "O", "H", "H", "H", "H", "C", "O", "H", "H", "H", "H", "C", "O", "H", "H", "H", "H", "C", "O", "H", "H", "H", "H", "C", "O", "H", "H", "H", "H"], "positions_angstrom": [[1.931, 2.446, 6.376], [0.804, 1.806, 5.833], [1.741, 3.052, 7.238], [2.613, 1.704, 6.714], [2.414, 3.088, 5.658], [0.306, 2.371, 5.192], [-4.718, -2.668, -2.910], [-3.797, -1.901, -2.030], [-5.008, -3.605, -2.338], [-5.674, -2.123, -3.150], [-4.170, -2.892, -3.861], [-2.915, -2.388, -2.164], [-3.345, 4.217, -0.581], [-2.597, 4.040, -1.806], [-4.173, 4.879, -0.630], [-3.718, 3.276, -0.180], [-2.651, 4.641, 0.199], [-3.217, 3.878, -2.522], [-3.492, -1.264, 1.544], [-3.758, 0.171, 1.653], [-2.445, -1.379, 1.881], [-4.070, -1.775, 2.263], [-3.638, -1.616, 0.463], [-3.270, 0.562, 0.879], [2.303, -0.946, -2.916], [2.031, 0.396, -3.170], [1.837, -1.557, -3.761], [3.381, -1.201, -2.891], [1.863, -1.261, -1.932], [1.270, 0.438, -3.812], [-0.475, 3.598, -3.929], [-1.506, 3.152, -4.866], [-0.293, 2.877, -3.146], [0.442, 3.698, -4.448], [-0.742, 4.519, -3.468], [-2.363, 3.044, -4.439], [-4.424, 2.134, -5.677], [-4.100, 2.302, -4.272], [-4.596, 1.090, -5.907], [-5.275, 2.767, -5.947], [-3.591, 2.556, -6.217], [-4.434, 1.645, -3.648], [-0.571, 4.496, 4.109], [-0.733, 3.184, 3.671], [0.450, 4.732, 3.961], [-1.192, 5.239, 3.458], [-0.801, 4.669, 5.136], [-1.647, 2.831, 3.808], [2.969, -4.790, -0.730], [1.680, -4.625, -0.258], [3.238, -5.839, -0.634], [3.067, -4.319, -1.735], [3.671, -4.160, -0.145], [1.681, -4.875, 0.669], [5.940, 3.584, 2.808], [5.761, 2.184, 3.099], [6.764, 3.695, 2.139], [5.090, 4.116, 2.371], [6.193, 4.024, 3.766], [5.388, 1.754, 2.319], [1.195, -2.727, 6.060], [1.556, -3.057, 4.724], [2.062, -2.984, 6.638], [0.972, -1.660, 6.209], [0.395, -3.340, 6.439], [1.664, -2.239, 4.268], [-2.278, 0.204, 4.684], [-2.718, 1.470, 4.137], [-3.240, -0.378, 4.767], [-1.653, -0.306, 4.007], [-1.781, 0.504, 5.666], [-3.265, 1.131, 3.434], [-1.124, 1.123, -1.717], [-1.170, 0.727, -0.344], [-0.083, 1.275, -1.975], [-1.582, 0.298, -2.188], [-1.763, 1.927, -1.844], [-0.942, 1.499, 0.207], [5.021, 1.945, -3.341], [4.364, 2.038, -2.051], [4.993, 0.899, -3.644], [4.429, 2.529, -4.033], [6.079, 2.319, -3.291], [3.525, 1.580, -2.205], [2.895, 0.565, 3.652], [1.558, 0.029, 3.739], [3.481, -0.048, 2.968], [2.960, 1.612, 3.289], [3.353, 0.594, 4.639], [1.127, 0.544, 4.436], [1.220, 3.035, 0.317], [-0.143, 3.271, 0.703], [1.207, 3.342, -0.689], [1.878, 3.659, 0.898], [1.488, 1.982, 0.409], [-0.212, 3.330, 1.628], [-2.059, -4.815, -0.986], [-1.647, -3.734, -1.803], [-2.039, -5.672, -1.669], [-1.338, -4.916, -0.186], [-3.062, -4.730, -0.644], [-1.135, -3.070, -1.311], [-0.915, -0.551, -5.113], [0.007, 0.568, -5.146], [-0.477, -1.377, -4.581], [-1.781, -0.242, -4.594], [-1.140, -0.926, -6.108], [-0.538, 1.354, -5.348], [0.253, -2.213, 1.120], [-0.226, -1.783, -0.147], [-0.179, -1.640, 1.949], [-0.130, -3.243, 1.328], [1.359, -2.171, 1.286], [-0.751, -0.973, -0.003], [-5.240, 1.238, -1.358], [-5.051, 0.438, -2.527], [-5.933, 2.045, -1.603], [-5.841, 0.679, -0.579], [-4.247, 1.548, -0.986], [-4.472, -0.363, -2.229], [0.054, -3.821, -4.832], [-1.328, -3.548, -5.148], [0.313, -3.627, -3.803], [0.353, -4.784, -5.044], [0.692, -3.223, -5.493], [-1.804, -3.711, -4.302], [1.708, -6.180, 3.149], [1.732, -4.835, 2.684], [1.312, -6.824, 2.364], [2.706, -6.617, 3.400], [1.046, -6.322, 4.006], [1.690, -4.279, 3.523], [5.335, 0.026, 0.591], [4.726, 1.230, 0.884], [6.100, 0.124, -0.240], [5.889, -0.442, 1.451], [4.591, -0.717, 0.283], [4.568, 1.737, 0.088]]}

=====

Least stable of them? 1).